Computed, not measured: a 2-piece molecular cluster, C17H22ClF6N4O overall, with wB97M-V/def2-TZVPD.

Results
- Charge: +1
- HOMO: -11.6 eV
- Maximum force: 0.0736 Eh/bohr

Geometry (Å):
C -2.50 0.71 3.30
N -1.25 -0.01 3.06
C -1.21 -1.45 3.49
C -0.17 0.71 2.76
Cl 1.38 -0.07 2.88
H -3.30 0.00 3.48
H -2.39 1.39 4.15
H -2.71 1.33 2.43
H -2.24 -1.74 3.71
H -0.80 -2.09 2.70
H -0.59 -1.60 4.39
H -0.30 1.76 3.07
O -0.96 3.44 4.56
C -0.18 4.32 4.95
N 1.08 4.46 4.40
C 1.61 3.45 3.47
C 0.88 3.53 2.15
C 1.37 4.62 1.17
C 1.02 4.08 -0.22
C 0.78 2.56 -0.03
N 0.81 2.22 1.44
N -0.45 5.28 5.90
C -1.66 5.39 6.59
C -2.04 6.66 7.05
C -3.27 6.82 7.69
C -3.73 8.19 8.15
F -4.22 8.15 9.43
F -2.74 9.12 8.13
F -4.74 8.67 7.35
C -4.11 5.74 7.92
C -3.72 4.48 7.49
C -4.61 3.30 7.76
F -4.15 2.15 7.18
F -4.74 3.07 9.10
F -5.88 3.52 7.28
C -2.51 4.30 6.83
H 1.74 4.98 4.96
H 2.66 3.71 3.29
H 1.56 2.44 3.88
H -0.17 3.77 2.33
H 0.86 5.57 1.38
H 2.45 4.78 1.29
H 0.10 4.56 -0.62
H 1.85 4.25 -0.92
H -0.20 2.25 -0.41
H 1.53 1.96 -0.58
H 1.71 1.76 1.59
H 0.16 6.10 5.86
H -1.40 7.52 6.89
H -5.06 5.88 8.44
H -2.23 3.31 6.47